[1]
{
  "formula": "C21H36CdP2Se",
  "method": "wB97M-V/def2-TZVPD",
  "elements": ["P", "P", "C", "C", "H", "H", "H", "H", "C", "H", "H", "H", "C", "H", "H", "H", "C", "H", "H", "H", "C", "H", "H", "H", "Cd", "C", "C", "C", "C", "C", "C", "C", "C", "C", "H", "H", "H", "H", "H", "H", "H", "H", "H", "H", "H", "H", "H", "H", "H", "Se", "C", "C", "C", "C", "C", "C", "H", "H", "H", "H", "H"],
  "positions_angstrom": [[1.052263, 3.419193, -0.150502], [0.874783, 1.178084, -3.121289], [1.848277, 3.571834, -1.818254], [1.119288, 2.988110, -3.029872], [2.894160, 3.228865, -1.779319], [1.918886, 4.664762, -1.980486], [0.186620, 3.533844, -3.229435], [1.763667, 3.220763, -3.895215], [2.585858, 0.782270, -3.601806], [2.751359, -0.301838, -3.678829], [3.311636, 1.187263, -2.882343], [2.725616, 1.242649, -4.585228], [-0.080658, 0.982450, -4.620209], [0.588816, 1.153121, -5.472646], [-0.888645, 1.726198, -4.612507], [-0.506293, -0.026724, -4.673620], [2.341531, 4.070153, 0.900673], [2.190879, 3.700360, 1.924160], [2.277487, 5.168490, 0.869088], [3.317465, 3.733184, 0.517142], [-0.234453, 4.687839, -0.352163], [-0.863842, 4.475958, -1.229984], [0.257915, 5.654516, -0.500404], [-0.871770, 4.757415, 0.539136], [-2.476748, -2.178887, 0.900703], [0.555094, -0.211363, -2.003219], [1.774140, -0.581804, -1.260347], [2.261439, 0.376934, -0.321603], [1.837882, 0.194201, 1.196219], [1.043778, 1.324129, 1.599308], [0.186032, 2.065813, 0.699754], [-0.662489, 1.498475, -0.498893], [-0.552237, 0.042101, -0.932152], [-1.934418, -1.357069, 2.794194], [0.223356, -0.986667, -2.717118], [2.394925, -1.398839, -1.617571], [1.913010, 1.386517, -0.680492], [3.358930, 0.460427, -0.318535], [1.318331, -0.786091, 1.312821], [2.767810, 0.121577, 1.796399], [0.873705, 1.506062, 2.665189], [-0.475204, 2.681893, 1.371976], [-0.525516, 2.160283, -1.403727], [-1.727404, 1.659812, -0.218306], [-0.383088, -0.620188, -0.079227], [-1.519291, -0.272034, -1.355631], [-2.821879, -1.068758, 3.378698], [-1.246424, -0.506267, 2.670851], [-1.404893, -2.175267, 3.321964], [-3.065920, -4.660293, 0.430644], [-2.990466, -5.453368, 2.119510], [-1.779628, -5.950928, 2.641566], [-1.707228, -6.453560, 3.934458], [-2.878651, -6.556971, 4.722527], [-4.106809, -6.137798, 4.175288], [-4.173564, -5.635763, 2.881802], [-0.890528, -5.943117, 1.996561], [-0.748991, -6.778615, 4.335991], [-2.839319, -6.970921, 5.729639], [-5.025321, -6.219392, 4.765633], [-5.133259, -5.373021, 2.429036]],
  "atomic_forces_ev_per_a": [[0.736, 1.763, -1.113], [1.720, 0.854, -0.883], [0.257, 0.445, -0.239], [0.108, 1.163, -0.452], [-0.437, -0.148, 0.147], [0.023, -0.323, -0.007], [0.011, -0.266, 0.238], [-0.246, -0.062, 0.094], [0.002, -0.253, -0.575], [-0.157, 0.447, 0.074], [-0.341, -0.149, -0.147], [0.281, 0.055, 0.076], [-0.259, 0.189, -0.599], [-0.414, -0.019, -0.029], [0.123, -0.259, -0.180], [0.116, 0.280, -0.039], [0.159, 0.591, 0.114], [0.055, -0.064, -0.294], [0.261, -0.285, 0.058], [-0.342, 0.119, 0.295], [0.025, 0.731, 0.035], [0.212, 0.000, 0.332], [-0.248, 0.028, -0.061], [0.167, -0.088, -0.249], [-0.001, -1.171, 0.794], [0.334, -2.946, 3.996], [-0.936, -1.792, -2.384], [0.918, 0.456, 1.702], [1.000, -0.804, -0.955], [-1.630, 1.213, 1.342], [-0.699, -1.314, 1.121], [-1.688, 0.457, 0.562], [-0.514, 0.333, -0.788], [0.357, 0.547, 0.279], [0.252, 0.178, 0.157], [0.097, 0.375, -0.283], [0.235, -0.243, 0.313], [0.017, -0.075, -0.105], [0.336, 0.042, -0.244], [-0.359, -0.083, -0.235], [-0.067, -0.042, -0.342], [0.398, -0.432, -0.752], [-0.258, -0.590, 0.676], [0.474, -0.024, -0.097], [0.301, 0.250, -0.146], [-0.137, 0.224, -0.098], [0.350, -0.046, -0.271], [-0.269, -0.222, 0.189], [-0.314, 0.341, -0.370], [-0.142, 0.512, -1.743], [-0.242, -0.751, 1.749], [-0.074, 0.388, -0.391], [-0.906, -0.274, 0.528], [0.192, 0.425, -0.801], [0.354, -0.441, 0.312], [0.661, 0.373, -0.432], [-0.355, 0.198, 0.415], [-0.213, -0.014, -0.099], [0.034, 0.172, -0.239], [0.351, -0.053, -0.217], [0.332, 0.087, 0.262]],
  "nbo_charge": [1.514, 1.459, -0.747, -0.753, 0.246, 0.239, 0.235, 0.244, -0.966, 0.267, 0.254, 0.215, -0.981, 0.243, 0.248, 0.255, -1.012, 0.289, 0.238, 0.256, -0.990, 0.243, 0.232, 0.250, 1.212, -0.538, -0.514, -0.415, -0.416, -0.580, -0.531, -0.432, -0.430, -1.222, 0.251, 0.198, 0.121, 0.200, 0.162, 0.196, 0.196, 0.256, 0.164, 0.221, 0.238, 0.184, 0.215, 0.232, 0.224, -0.431, -0.202, -0.236, -0.212, -0.219, -0.216, -0.232, 0.222, 0.214, 0.213, 0.212, 0.219],
  "orbital_gap_ev": [4.45, 4.45],
  "homo_ev": [-4.76, -4.76]
}

---

[2]
{
  "formula": "C6H12N2",
  "method": "wB97M-V/def2-TZVPD",
  "elements": ["C", "C", "C", "C", "C", "N", "N", "C", "H", "H", "H", "H", "H", "H", "H", "H", "H", "H", "H", "H"],
  "positions_angstrom": [[1.875518, -0.806741, 0.939259], [-1.665507, 0.052702, -0.998937], [-0.080556, 0.834152, 0.726833], [0.643488, -0.298295, 0.232086], [0.038546, -0.896950, -0.836426], [-0.818431, 0.729054, 1.892032], [0.235823, 2.108765, 0.348981], [0.341328, -1.658794, -1.886415], [0.667790, 2.227845, -0.551701], [-1.054706, -0.229271, 2.105440], [-1.617837, 1.349338, 1.954005], [-0.056923, 2.893182, 0.910380], [2.738021, -0.156855, 0.764400], [2.124111, -1.800291, 0.568468], [1.735811, -0.884197, 2.021163], [-1.563628, 0.340418, -2.042471], [-2.150480, 0.892970, -0.494013], [-2.307227, -0.824239, -0.917051], [-0.393526, -2.290531, -2.367653], [1.308384, -1.582261, -2.368381]],
  "atomic_forces_ev_per_a": [[0.246, 0.525, -0.164], [0.813, -1.407, -0.650], [0.325, 1.824, 1.389], [0.387, -1.334, -0.620], [-1.571, 2.389, 1.008], [-0.042, 0.082, -1.652], [-0.459, -1.522, 0.726], [-0.040, -0.706, -0.654], [0.066, 0.068, 0.134], [0.074, -0.036, 0.001], [0.074, 0.072, 0.222], [0.011, 0.145, -0.263], [0.181, -0.130, 0.107], [-0.078, 0.059, -0.119], [-0.019, 0.063, 0.060], [-0.043, -0.104, -0.053], [0.288, -0.094, 0.474], [-0.235, 0.095, -0.134], [-0.124, 0.227, -0.131], [0.146, -0.216, 0.319]],
  "nbo_charge": [-0.610, -0.801, 0.659, -0.420, 0.196, -0.784, -0.770, -0.720, 0.425, 0.412, 0.382, 0.393, 0.199, 0.239, 0.191, 0.210, 0.178, 0.205, 0.205, 0.212],
  "orbital_gap_ev": 6.22,
  "de_lowest_ev": 4.679,
  "homo_ev": -5.79
}

---

[3]
{
  "formula": "C9H22BN",
  "method": "wB97M-V/def2-TZVPD",
  "elements": ["C", "C", "C", "B", "C", "C", "C", "H", "H", "H", "H", "H", "H", "H", "H", "H", "H", "H", "H", "H", "C", "C", "C", "N", "H", "H", "H", "H", "H", "H", "H", "H", "H"],
  "positions_angstrom": [[1.208373, 2.322723, 1.101689], [2.186209, 1.393263, 0.459098], [3.497892, 1.978683, -0.096969], [1.918023, 0.050746, 0.285859], [1.883706, -1.541982, 0.356193], [1.560404, -2.181459, 1.725956], [1.030421, -2.224775, -0.701677], [0.558987, 1.950449, 1.960729], [0.634380, 2.640643, 0.281986], [1.674940, 3.123908, 1.618878], [3.678683, 2.968482, 0.517079], [4.445214, 1.472576, -0.014054], [3.197214, 2.250509, -1.139999], [2.872399, -1.886117, 0.006974], [2.116076, -1.838344, 2.646481], [1.886253, -3.156478, 1.595381], [0.372158, -2.094426, 1.994462], [0.061437, -1.735596, -0.886097], [1.410334, -1.994643, -1.683213], [1.007624, -3.248165, -0.585360], [-3.861225, 1.008474, -0.216863], [-2.788809, 0.354523, -1.150183], [-3.102473, -1.158583, -1.004447], [-1.400073, 0.746008, -0.769776], [-3.623355, 0.715763, 0.735414], [-3.690105, 2.037943, -0.271182], [-4.770237, 0.769160, -0.626266], [-2.845215, 0.837433, -2.060448], [-3.229131, -1.490814, -0.026311], [-2.212028, -1.612897, -1.260188], [-3.917747, -1.331086, -1.581986], [-0.656569, 0.402313, -1.347555], [-1.103763, 0.471766, 0.136398]],
  "atomic_forces_ev_per_a": [[-0.513, -0.911, 1.458], [1.162, -1.316, 0.767], [-1.573, 3.034, 0.534], [0.492, -1.699, 0.547], [-0.183, 1.004, -0.177], [-2.045, 2.309, 1.500], [-0.788, 3.141, -1.295], [0.496, -0.330, -1.457], [-1.408, 1.146, -0.538], [0.823, 1.082, -0.041], [-0.322, -1.619, -1.362], [-0.068, -0.815, -0.204], [1.152, 0.117, 0.624], [0.322, 0.507, 0.748], [-0.500, 0.239, -1.194], [-0.114, -2.330, 0.103], [2.942, -0.441, -0.793], [-0.303, -0.690, 0.998], [0.895, -0.240, -0.513], [-0.459, -2.260, 0.298], [3.455, 0.589, -2.405], [0.440, -0.654, 3.991], [2.164, 2.825, -0.447], [-0.775, 0.490, 0.056], [-0.173, -1.001, 2.519], [-0.122, 1.886, 0.018], [-2.451, -0.699, -0.315], [-0.756, 0.020, -2.519], [-0.695, 0.053, 1.992], [1.520, -1.711, -1.451], [-2.308, -1.291, -1.805], [-0.084, -0.192, -0.861], [-0.223, -0.242, 1.221]],
  "nbo_charge": [-0.610, -0.643, -0.602, 0.888, -0.628, -0.584, -0.593, 0.208, 0.225, 0.208, 0.203, 0.219, 0.213, 0.251, 0.220, 0.202, 0.201, 0.201, 0.208, 0.205, -0.599, -0.021, -0.624, -0.854, 0.196, 0.205, 0.203, 0.188, 0.201, 0.202, 0.206, 0.361, 0.344],
  "orbital_gap_ev": 8.18,
  "de_lowest_ev": 2.902,
  "homo_ev": -7.59
}

---

[4]
{
  "formula": "C36H33N5O3PPdS4",
  "method": "wB97M-V/def2-TZVPD",
  "elements": ["Pd", "O", "C", "O", "C", "C", "C", "C", "C", "C", "P", "C", "C", "C", "C", "C", "C", "C", "C", "C", "C", "C", "C", "H", "H", "H", "H", "H", "H", "H", "H", "H", "H", "H", "H", "H", "H", "S", "C", "S", "S", "C", "C", "C", "C", "C", "N", "C", "O", "N", "C", "C", "C", "C", "N", "C", "C", "C", "H", "H", "H", "H", "H", "H", "H", "H", "H", "H", "H", "H", "H", "S", "C", "N", "C", "C", "N", "H", "H", "H", "H", "H", "H"],
  "positions_angstrom": [[-0.452595, -1.004593, 0.367638], [2.891606, -0.528559, 2.453595], [1.786323, -0.097665, 2.168436], [1.328002, -0.127040, 0.954760], [0.961497, 0.567052, 3.258368], [1.679960, 0.983979, 4.378410], [1.083556, 1.723837, 5.383168], [-0.255574, 2.075232, 5.284717], [-0.989659, 1.654377, 4.191969], [-0.398308, 0.884514, 3.185879], [-1.533810, 0.394442, 1.869268], [-2.985193, -0.342407, 2.638356], [-4.153087, -0.499033, 1.887964], [-5.254503, -1.134802, 2.435513], [-5.194444, -1.630538, 3.730052], [-4.033993, -1.490015, 4.476774], [-2.929729, -0.852954, 3.935123], [-1.989978, 1.984019, 1.134403], [-3.276912, 2.511719, 1.159625], [-3.514069, 3.772177, 0.625999], [-2.473713, 4.506158, 0.078498], [-1.181768, 3.991189, 0.076146], [-0.938862, 2.736903, 0.604780], [2.727788, 0.725840, 4.425448], [1.667972, 2.041090, 6.236398], [-0.728085, 2.669838, 6.054827], [-2.039032, 1.916543, 4.122889], [-4.208481, -0.124416, 0.874798], [-6.154461, -1.251895, 1.847232], [-6.052105, -2.134896, 4.154682], [-3.982671, -1.885498, 5.482034], [-2.023434, -0.764408, 4.518518], [-4.091840, 1.959436, 1.605939], [-4.514492, 4.183242, 0.651833], [-2.663525, 5.490462, -0.329107], [-0.362507, 4.572920, -0.327038], [0.071292, 2.340898, 0.622351], [-2.768237, -4.463377, 2.045571], [-1.930307, -3.239383, 1.417428], [-0.512399, -2.504890, 2.120136], [-2.236753, -2.402959, -0.065546], [2.041008, -3.796619, -5.242841], [2.256541, -2.376554, -4.799587], [1.362146, -1.366250, -5.124665], [1.545146, -0.056071, -4.703279], [2.635224, 0.268517, -3.905370], [2.911894, 1.570943, -3.421161], [2.195024, 2.734067, -3.495491], [2.733600, 3.819232, -3.480690], [0.805809, 2.660410, -3.632720], [-0.144328, 1.883821, -2.971008], [-1.480217, 2.109273, -3.305070], [-2.476854, 1.397562, -2.679685], [-2.124018, 0.476814, -1.713336], [-0.853028, 0.264447, -1.378757], [0.131168, 0.929893, -1.992617], [3.556390, -0.728198, -3.595050], [3.372026, -2.024857, -4.045604], [1.210422, -3.869795, -5.942932], [1.815374, -4.438196, -4.388598], [2.931030, -4.196615, -5.729614], [0.502140, -1.598030, -5.741602], [0.851574, 0.704283, -5.028009], [3.887526, 1.773283, -3.259667], [0.454697, 3.565853, -3.910481], [-1.722839, 2.842200, -4.065456], [-3.517053, 1.552126, -2.928493], [-2.873033, -0.102562, -1.191816], [1.139312, 0.704569, -1.671935], [4.443738, -0.473042, -3.023484], [4.113106, -2.779046, -3.806393], [0.875523, -2.447225, -1.062241], [2.298244, -2.454066, -0.070222], [3.419594, -1.824334, -0.369792], [4.410120, -1.916265, 0.706829], [3.704854, -2.837913, 1.728567], [2.423815, -3.108453, 1.071115], [3.431119, -1.128641, -1.098776], [4.593376, -0.929028, 1.126148], [5.337826, -2.344717, 0.332615], [3.543823, -2.332807, 2.678553], [4.246318, -3.768172, 1.889820], [1.638379, -3.566389, 1.504974]],
  "atomic_forces_ev_per_a": [[0.025, -0.282, -0.093], [-0.489, 0.962, 0.252], [-0.251, -0.030, 0.160], [-0.133, 0.557, -0.137], [0.041, 0.065, -0.045], [-0.014, -0.020, -0.039], [-0.015, 0.013, 0.014], [0.044, -0.003, 0.007], [0.020, -0.041, -0.023], [0.015, -0.037, 0.044], [-0.086, 0.012, -0.025], [-0.037, 0.038, -0.033], [0.000, -0.009, 0.031], [0.012, 0.003, -0.009], [-0.003, 0.000, 0.009], [-0.006, 0.002, 0.005], [0.023, -0.034, -0.010], [0.016, -0.008, 0.014], [-0.006, 0.005, -0.030], [0.000, -0.001, 0.001], [0.001, 0.007, 0.006], [0.003, 0.002, -0.021], [0.011, -0.038, -0.038], [0.014, 0.009, 0.012], [-0.003, 0.000, 0.002], [0.004, -0.001, 0.003], [0.005, -0.003, 0.001], [0.015, -0.045, -0.043], [0.000, -0.001, 0.002], [0.000, 0.001, 0.000], [0.003, -0.002, -0.001], [-0.006, -0.006, 0.002], [0.010, 0.041, 0.005], [0.001, -0.001, 0.000], [0.001, -0.003, -0.003], [-0.006, 0.001, 0.004], [0.006, -0.008, -0.013], [-0.007, 0.030, -0.015], [-0.066, -0.089, 0.083], [-0.177, 0.080, -0.122], [0.067, 0.132, 0.130], [-0.002, 0.006, 0.007], [0.012, -0.011, 0.006], [-0.002, 0.002, 0.008], [-0.005, 0.001, -0.004], [-0.030, 0.006, -0.083], [-0.044, -0.082, 0.126], [0.046, 0.072, -0.068], [0.002, -0.053, 0.038], [-0.114, 0.081, 0.049], [-0.033, -0.040, 0.026], [0.052, 0.018, -0.049], [-0.025, -0.008, 0.019], [-0.037, -0.044, 0.015], [0.164, -0.030, 0.232], [-0.037, 0.058, 0.034], [-0.004, -0.084, -0.005], [0.037, 0.034, 0.067], [0.001, 0.003, -0.006], [0.003, 0.003, -0.005], [-0.001, -0.002, 0.005], [0.000, 0.002, -0.002], [0.013, -0.019, -0.004], [0.012, 0.003, -0.020], [0.074, 0.028, -0.017], [0.008, 0.001, 0.004], [0.006, -0.008, 0.000], [-0.019, 0.008, 0.027], [-0.002, 0.011, 0.020], [0.025, 0.000, -0.020], [-0.006, 0.008, 0.023], [0.033, -0.026, -0.079], [-0.033, -0.016, 0.208], [0.029, 0.037, -0.124], [0.159, -0.127, -0.006], [0.327, -0.403, 0.046], [0.099, 0.051, -0.088], [-0.003, -0.122, -0.015], [0.030, -0.132, -0.044], [0.010, -0.045, -0.032], [0.156, -0.327, -0.185], [0.026, -0.073, -0.114], [0.040, -0.070, -0.076]],
  "mulliken_charge": [0.359, -0.788, -0.197, 0.036, 0.402, -0.848, -0.768, -0.786, -0.645, 0.433, 2.189, 0.874, -0.701, -0.838, -0.658, -0.833, -0.571, 0.737, -0.481, -0.789, -0.724, -0.549, -0.731, 0.519, 0.435, 0.462, 0.513, 0.247, 0.448, 0.428, 0.439, 0.429, 0.529, 0.480, 0.432, 0.507, 0.264, -0.112, 0.508, -0.508, -0.145, -1.471, 0.766, -1.074, -0.347, 0.512, 0.008, 0.214, -0.665, 0.040, -0.538, -0.643, -1.242, -0.278, 0.834, -0.083, -0.747, -0.481, 0.376, 0.278, 0.375, 0.377, 0.581, 0.260, 0.291, 0.522, 0.497, 0.226, 0.694, 0.554, 0.400, -0.147, -0.027, 0.156, -0.537, -0.735, 0.211, 0.080, 0.287, 0.465, 0.281, 0.491, 0.241],
  "orbital_gap_ev": 6.64,
  "total_charge": 1,
  "de_lowest_ev": 0.112,
  "homo_ev": -10.78
}

---

Number 1: E_tot -4073.31988 a.u.. Number 2: E_tot -345.15590 a.u.. Number 3: E_tot -435.55751 a.u.. Number 4: E_tot -3953.05927 a.u..